DFT (ωB97M-V/def2-TZVPD) results for a cluster of 2 separate species, C3H5N3 in total at a distorted geometry.

XYZ file:
```
11
Properties=species:S:1:pos:R:3:forces:R:3:lowdin_charge:R:1
C 0.232 1.423 -0.111 3.444 -0.938 -0.253 -0.19
N -0.913 0.708 -0.428 -0.445 -1.669 0.266 0.02
C -1.232 -0.478 -0.243 -2.890 2.283 -0.738 -0.38
N -2.045 -1.391 -0.332 0.758 -0.717 -0.043 0.11
H 1.087 0.908 -0.741 -1.196 1.837 0.389 0.09
H 0.133 2.505 -0.201 0.008 -0.247 -0.673 0.08
H 0.709 1.269 0.864 -0.759 -0.094 0.586 0.06
H -2.924 -1.320 0.152 -0.005 0.035 0.285 0.06
C 1.679 -1.094 0.160 -1.378 -1.752 1.652 -0.03
N 0.652 -1.638 0.253 2.176 0.785 -0.742 0.11
H 2.622 -0.891 0.627 0.289 0.477 -0.727 0.08
```
Positions in Å, forces in eV/Å.

Calculated values
- LUMO (eV) = 0.542
- relative energy (zero: lowest compared OMol25 entry of this formula, charge and spin) (kcal per mole) = 79.8
- calculated total energy (Eh) = -281.462952
- E_HOMO (eV) = -9.01